*i*
The following is a quantum chemistry calculation of a cluster of 2 separate species, C3H4N2OS in total, from the Open Molecules 2025 dataset.

Highest occupied orbital energy in eV: -8.714
Gap between HOMO and LUMO in eV: 7.19
E_LUMO in eV: -1.52

```
! wB97M-V def2-TZVPD RIJCOSX def2/J DEFGRID3
* xyz 0 1
C 0.06 0.18 0.52
C -1.04 -0.57 1.10
C -0.76 -1.63 -0.84
H 1.40 1.53 1.81
H -1.32 -0.57 2.25
H -0.58 -2.16 -1.80
H 1.85 -1.39 -1.51
N -1.33 -1.67 0.37
N 0.06 -0.40 -0.78
O 1.05 -0.11 -1.77
S 0.59 1.88 0.73
*
```

---

*ii*
The following is a quantum chemistry calculation of the molecule C3H4N2OS, from the Open Molecules 2025 dataset.

Structure (SMILES): O=c1cc[nH]n1S
Highest occupied orbital energy in eV: -8.901
Gap between HOMO and LUMO in eV: 9.52
E_LUMO in eV: 0.62

```
! wB97M-V def2-TZVPD RIJCOSX def2/J DEFGRID3
* xyz 0 1
O -1.38 -1.76 -0.54
C -0.82 -0.72 -0.36
C -1.30 0.50 0.22
C -0.27 1.36 0.39
N 0.88 0.74 0.04
N 0.57 -0.50 -0.53
S 1.74 -1.71 -0.58
H -2.36 0.69 0.43
H -0.27 2.35 0.79
H 1.54 1.26 -0.56
H 1.66 -2.21 0.69
*
```

---

Quick one: most stable of them? *ii*

---

*i*
The following is a quantum chemistry calculation of the molecule C3H4N2OS, from the Open Molecules 2025 dataset.

Structure (SMILES): CC(=S)/C=N/N=O
Highest occupied orbital energy (alpha / beta) in eV: -8.857 / -8.849
Gap between HOMO and LUMO (alpha / beta) in eV: 7.18 / 7.17
E_LUMO (alpha / beta) in eV: -1.68 / -1.68

```
! wB97M-V def2-TZVPD RIJCOSX def2/J DEFGRID3
* xyz 0 1
C 1.82 -0.29 0.14
C 0.37 -0.65 -0.14
S -0.11 -2.23 -0.48
C -0.43 0.50 0.03
N -1.72 0.57 0.04
N -2.82 0.75 -0.33
O -3.89 0.83 0.17
H 1.97 0.13 1.09
H 2.30 -1.21 0.20
H 2.34 0.28 -0.72
H 0.16 1.33 0.01
*
```

---

*ii*
The following is a quantum chemistry calculation of the molecule C3H4N2OS, from the Open Molecules 2025 dataset.

Highest occupied orbital energy (alpha / beta) in eV: -8.764 / -8.766
Gap between HOMO and LUMO (alpha / beta) in eV: 7.81 / 7.81
E_LUMO (alpha / beta) in eV: -0.95 / -0.95

```
! wB97M-V def2-TZVPD RIJCOSX def2/J DEFGRID3
* xyz 0 1
C -0.89 -1.71 -0.34
C -1.03 -0.30 -0.01
C 1.54 0.15 0.15
N -0.78 -2.83 -0.65
N 0.16 0.51 0.03
O -2.14 1.94 0.06
S -2.50 0.50 0.12
H 1.63 -0.75 -0.32
H 2.08 0.93 -0.34
H 2.08 0.01 1.18
H -0.15 1.54 0.13
*
```

---

*iii*
The following is a quantum chemistry calculation of the molecule C3H4N2OS, from the Open Molecules 2025 dataset.

Highest occupied orbital energy in eV: -9.378
Gap between HOMO and LUMO in eV: 8.15
E_LUMO in eV: -1.23

```
! wB97M-V def2-TZVPD RIJCOSX def2/J DEFGRID3
* xyz 0 1
C 2.18 1.89 0.15
C 2.32 0.48 0.22
C -0.34 0.21 -0.05
N 2.11 3.01 -0.10
N 0.85 -0.30 0.58
O 3.29 -1.78 0.11
S 3.68 -0.42 -0.11
H -0.13 1.34 -0.11
H -0.48 -0.18 -0.98
H -1.03 -0.06 0.76
H 1.20 -1.23 0.36
*
```

---

*iv*
The following is a quantum chemistry calculation of the molecule C3H4N2OS, from the Open Molecules 2025 dataset.

Highest occupied orbital energy (alpha / beta) in eV: -7.785 / -7.786
Gap between HOMO and LUMO (alpha / beta) in eV: 6.96 / 6.96
E_LUMO (alpha / beta) in eV: -0.83 / -0.83

```
! wB97M-V def2-TZVPD RIJCOSX def2/J DEFGRID3
* xyz 0 1
C -0.29 1.80 0.16
C 1.90 0.50 -0.32
C -0.16 -0.50 -0.31
N -0.92 0.79 0.10
N 1.18 -0.58 0.04
O 3.97 -0.74 0.24
S 3.53 0.63 -0.07
H -0.25 2.88 0.18
H -0.89 -1.22 0.10
H -0.37 -0.50 -1.35
H 1.32 -1.25 0.82
*
```

---

Quick one: most stable of them? *ii*

---

*i*
The following is a quantum chemistry calculation of the molecule C3H4N2OS, from the Open Molecules 2025 dataset.

Structure (SMILES): O/C=N/C=C\N=S
Highest occupied orbital energy (alpha / beta) in eV: -7.617 / -7.618
Gap between HOMO and LUMO (alpha / beta) in eV: 6.30 / 6.30
E_LUMO (alpha / beta) in eV: -1.32 / -1.32

```
! wB97M-V def2-TZVPD RIJCOSX def2/J DEFGRID3
* xyz 0 1
O 0.96 -2.37 -0.12
C 0.60 -1.22 0.41
N 0.80 -0.17 -0.29
C 0.16 0.97 -0.07
C -1.26 0.91 -0.10
N -1.89 -0.22 0.13
S -3.36 -0.59 -0.06
H 1.23 -2.09 -1.04
H 0.21 -1.22 1.49
H 0.72 1.88 -0.29
H -1.82 1.88 -0.45
*
```

---

*ii*
The following is a quantum chemistry calculation of the molecule C3H4N2OS, from the Open Molecules 2025 dataset.

Structure (SMILES): [H]/N=C\N(C=O)C=S
Highest occupied orbital energy in eV: -8.938
Gap between HOMO and LUMO in eV: 8.15
E_LUMO in eV: -0.79

```
! wB97M-V def2-TZVPD RIJCOSX def2/J DEFGRID3
* xyz 0 1
H -1.58 -1.67 -0.22
N -0.90 -1.87 0.54
C 0.07 -1.13 0.64
N 0.14 0.15 0.13
C 1.40 0.92 0.16
O 1.49 2.03 -0.24
C -0.96 0.63 -0.73
S -0.82 1.86 -1.77
H 1.00 -1.50 1.16
H 2.12 0.30 0.69
H -1.94 0.29 -0.36
*
```

---

*iii*
The following is a quantum chemistry calculation of a structure of composition C3H4N2OS, from the Open Molecules 2025 dataset.

Highest occupied orbital energy in eV: -8.838
Gap between HOMO and LUMO in eV: 9.04
E_LUMO in eV: 0.20

```
! wB97M-V def2-TZVPD RIJCOSX def2/J DEFGRID3
* xyz 0 1
C -2.27 -1.18 0.46
C -0.84 -1.05 0.54
C 0.75 0.63 -0.24
N -2.92 -0.27 -0.19
N -0.61 0.23 -0.01
O -0.01 -1.82 1.02
S -1.93 0.91 -0.72
H -2.86 -1.96 0.89
H 1.02 1.31 0.53
H 1.25 -0.26 -0.17
H 0.74 1.11 -1.19
*
```

---

Quick one: most stable of them? *iii*

---

*i*
The following is a quantum chemistry calculation of the molecule C3H4N2OS, from the Open Molecules 2025 dataset.

Structure (SMILES): N#C[C@@H](S)C(N)=O
Highest occupied orbital energy in eV: -9.914
Gap between HOMO and LUMO in eV: 10.14
E_LUMO in eV: 0.23

```
! wB97M-V def2-TZVPD RIJCOSX def2/J DEFGRID3
* xyz 0 1
N 0.14 1.07 2.51
C 0.30 0.94 1.39
C 0.29 0.75 0.02
S 1.82 -0.28 -0.33
C -1.14 -0.13 -0.36
N -0.87 -1.40 -0.37
O -2.14 0.46 -0.55
H 0.34 1.69 -0.57
H 2.67 0.67 -0.94
H 0.17 -1.65 -0.29
H -1.58 -2.12 -0.51
*
```

---

*ii*
The following is a quantum chemistry calculation of a structure of composition C3H4N2OS, from the Open Molecules 2025 dataset.

Highest occupied orbital energy in eV: -8.890
Gap between HOMO and LUMO in eV: 8.82
E_LUMO in eV: -0.07

```
! wB97M-V def2-TZVPD RIJCOSX def2/J DEFGRID3
* xyz 0 1
C -0.65 1.23 0.15
C -1.82 0.50 0.07
C 0.32 0.25 -0.04
N -0.15 -0.95 -0.23
N -1.48 -0.78 -0.15
O 3.27 -0.80 0.44
S 2.72 0.57 -0.25
H -0.52 2.28 0.32
H -2.85 0.81 0.15
H -2.08 -1.59 -0.25
H 3.25 -1.53 -0.20
*
```

---

Quick one: most stable of them? *i*

---

*i*
The following is a quantum chemistry calculation of the molecule C21H23NO5, from the Open Molecules 2025 dataset.

Structure (SMILES): CC(C)(C)C(=O)COC(=O)CNC(=O)c1ccc(Oc2ccccc2)cc1
Highest occupied orbital energy in eV: -8.279
Gap between HOMO and LUMO in eV: 8.39
E_LUMO in eV: 0.11

```
! wB97M-V def2-TZVPD RIJCOSX def2/J DEFGRID3
* xyz 0 1
C -0.92 -0.71 6.92
C 0.54 0.06 6.40
C 1.17 0.72 7.56
C 0.17 0.71 5.08
C 1.26 -1.40 6.29
O 1.80 -1.92 7.23
C 1.36 -2.12 4.87
O 1.99 -1.61 3.85
C 1.42 -1.37 2.73
O 0.20 -1.62 2.40
C 2.10 -0.62 1.64
N 1.49 -0.28 0.43
C 0.88 0.83 0.13
O 1.18 2.00 0.64
C 0.06 0.91 -1.14
C 0.31 -0.10 -2.32
C -0.62 -0.07 -3.29
C -1.33 1.17 -3.46
O -2.25 1.25 -4.65
C -2.00 0.90 -5.76
C -0.50 0.70 -6.36
C -0.42 0.31 -7.46
C -1.43 -0.17 -8.36
C -2.54 -0.27 -7.90
C -2.82 0.33 -6.57
C -1.55 1.92 -2.38
C -0.70 1.87 -1.38
H -0.72 -1.22 7.72
H -1.43 0.15 7.01
H -1.36 -1.24 6.18
H 1.33 0.23 8.43
H 2.25 1.08 7.15
H 0.50 1.62 7.58
H -0.43 0.19 4.30
H 1.35 0.93 4.63
H -0.27 1.43 5.49
H 1.86 -3.10 5.00
H 0.17 -2.29 4.56
H 2.86 -1.05 1.48
H 2.15 0.26 2.23
H 0.91 -1.34 0.18
H 0.91 -0.94 -2.08
H -0.70 -0.89 -4.06
H 0.33 1.32 -5.72
H 0.75 0.22 -8.01
H -1.15 -0.48 -9.30
H -3.48 -0.49 -8.43
H -3.93 0.18 -6.23
H -1.89 2.91 -2.70
H -0.86 2.61 -0.53
*
```

---

*ii*
The following is a quantum chemistry calculation of a structure of composition C21H23NO5, from the Open Molecules 2025 dataset.

Highest occupied orbital energy in eV: -8.383
Gap between HOMO and LUMO in eV: 8.22
E_LUMO in eV: -0.16

```
! wB97M-V def2-TZVPD RIJCOSX def2/J DEFGRID3
* xyz 0 1
C -5.05 -1.19 -0.37
H -5.58 -1.91 0.07
H -4.72 -1.51 -1.47
H -5.57 -0.29 -0.59
C -3.78 -1.14 0.18
N -2.95 -0.20 -0.39
C -3.28 1.06 -0.46
O -4.24 1.73 -0.36
C -2.25 2.09 -1.51
H -2.37 3.05 -1.12
H -2.44 2.15 -2.47
O -0.92 1.88 -1.32
C -0.20 2.15 -0.25
O -0.77 3.16 0.66
C 1.17 1.88 -0.12
C 1.72 1.03 -0.80
C 3.11 0.44 -0.66
C 3.74 0.95 0.51
C 3.27 1.95 1.29
C 1.85 2.32 1.27
H 1.34 2.91 1.78
H 3.61 2.23 2.38
O 5.06 0.72 0.72
C 5.64 0.08 -0.28
C 4.75 -0.78 -1.38
H 5.31 -1.40 -2.01
O 3.63 -0.45 -1.63
H 4.48 -1.56 -0.45
H 6.51 -0.51 0.04
H 6.03 0.77 -1.09
H 1.28 0.85 -1.86
C -1.85 -0.84 -1.23
C -0.61 -1.10 -0.20
C -0.47 -0.67 0.99
C 0.63 -0.91 1.78
C 1.64 -1.55 1.36
C 1.44 -2.36 -0.08
C 0.30 -2.04 -0.41
H 0.15 -2.49 -1.62
H 2.02 -2.95 -0.18
H 2.54 -2.06 2.08
H 0.66 -0.29 2.97
H -1.27 0.13 1.40
H -2.28 -1.89 -1.49
H -1.57 -0.16 -2.03
C -3.95 -0.46 1.71
H -4.66 -1.21 2.30
H -3.06 -0.41 2.32
H -4.59 0.64 1.54
H -3.42 -1.85 0.51
*
```

---

Quick one: most stable of them? *i*

---

*i*
The following is a quantum chemistry calculation of a cluster of 2 separate species, C4H12NO3 in total, from the Open Molecules 2025 dataset.

Highest occupied orbital energy in eV: -3.515
Gap between HOMO and LUMO in eV: 7.30
E_LUMO in eV: 3.78

```
! wB97M-V def2-TZVPD RIJCOSX def2/J DEFGRID3
* xyz -1 1
C 1.52 -0.84 1.41
O 2.00 -2.06 0.81
C 0.41 -0.25 0.58
C 0.19 1.25 0.66
C -0.38 1.78 -0.70
O -1.35 0.98 -1.22
N -0.85 -0.99 0.78
H 1.19 -1.13 2.42
H 2.37 -0.18 1.43
H 1.21 -2.58 0.61
H 0.65 -0.47 -0.47
H -0.43 1.52 1.52
H 1.12 1.82 0.84
H -0.72 2.82 -0.48
H 0.52 1.79 -1.37
H -1.41 -0.77 -0.06
H -1.38 -0.61 1.57
H -1.27 -1.40 -2.61
H -1.66 0.09 -2.60
O -1.73 -0.75 -3.15
*
```

---

*ii*
The following is a quantum chemistry calculation of a structure of composition C4H12NO3, from the Open Molecules 2025 dataset.

Highest occupied orbital energy in eV: -3.725
Gap between HOMO and LUMO in eV: 7.17
E_LUMO in eV: 3.45

```
! wB97M-V def2-TZVPD RIJCOSX def2/J DEFGRID3
* xyz -1 1
C -0.50 -0.57 -0.77
C 0.90 -1.06 -1.21
C 2.06 -0.52 -0.34
O 1.95 -0.96 1.01
N -0.64 0.79 -0.19
C -2.44 1.18 -0.02
O -3.39 0.45 -0.64
H -1.20 -0.80 -1.65
H -0.75 -1.33 0.06
H 1.07 -2.17 -1.12
H 1.21 -0.73 -2.19
H 2.96 -1.04 -0.78
H 2.14 0.58 -0.42
H -0.41 0.79 0.84
H -2.37 2.22 -0.41
H -2.26 1.25 1.06
H -2.25 0.66 -1.14
H 1.42 1.20 3.08
H 1.63 -0.32 1.78
O 0.88 0.38 3.05
*
```

---

Quick one: most stable of them? *i*

---

*i*
The following is a quantum chemistry calculation of the molecule C5H5F, from the Open Molecules 2025 dataset.

Structure (SMILES): FC1=CC=CC1
Highest occupied orbital energy in eV: -8.358
Gap between HOMO and LUMO in eV: 9.48
E_LUMO in eV: 1.13

```
! wB97M-V def2-TZVPD RIJCOSX def2/J DEFGRID3
* xyz 0 1
F 0.43 1.69 -1.74
C 0.18 0.79 -0.79
C -0.96 0.87 -0.08
C -1.00 -0.23 0.87
C 0.08 -1.01 0.66
C 1.06 -0.36 -0.35
H -1.66 1.67 -0.20
H -1.78 -0.41 1.54
H 0.29 -1.92 1.10
H 1.94 -0.05 0.14
H 1.41 -1.04 -1.16
*
```

---

*ii*
The following is a quantum chemistry calculation of a cluster of 2 separate species, C5H5F in total, from the Open Molecules 2025 dataset.

Structure (SMILES): C=C=C.C#CF
Highest occupied orbital energy in eV: -9.860
Gap between HOMO and LUMO in eV: 10.71
E_LUMO in eV: 0.85

```
! wB97M-V def2-TZVPD RIJCOSX def2/J DEFGRID3
* xyz 0 1
C 1.24 1.10 1.08
C 1.22 0.01 0.44
C 1.68 -1.05 -0.09
H 1.87 1.92 0.69
H 0.65 1.15 1.95
H 2.61 -1.27 0.39
H 1.36 -1.55 -0.91
C -2.80 -0.23 -1.52
C -2.46 0.07 -0.42
F -2.32 0.46 0.81
H -3.06 -0.61 -2.41
*
```

---

*iii*
The following is a quantum chemistry calculation of a cluster of 2 separate species, C5H5F in total, from the Open Molecules 2025 dataset.

Highest occupied orbital energy in eV: -8.981
Gap between HOMO and LUMO in eV: 9.54
E_LUMO in eV: 0.56

```
! wB97M-V def2-TZVPD RIJCOSX def2/J DEFGRID3
* xyz 0 1
C -1.68 -0.60 2.37
C -1.16 -0.64 1.29
C -0.60 -0.36 0.02
C 0.52 0.36 -0.14
C 1.15 0.59 -1.40
F 1.15 0.84 0.99
H -2.05 -0.92 3.28
H -1.33 -1.12 -1.11
H 1.95 -0.19 -1.58
H 1.63 1.58 -1.57
H 0.42 0.47 -2.15
*
```

---

*iv*
The following is a quantum chemistry calculation of the molecule C5H5F, from the Open Molecules 2025 dataset.

Structure (SMILES): C#CC/C=C\F
Highest occupied orbital energy in eV: -9.751
Gap between HOMO and LUMO in eV: 10.72
E_LUMO in eV: 0.97

```
! wB97M-V def2-TZVPD RIJCOSX def2/J DEFGRID3
* xyz 0 1
C 3.06 -0.07 -0.24
C 1.87 -0.06 -0.10
C 0.50 -0.29 0.43
C -0.53 0.78 0.11
C -1.80 0.52 -0.12
F -2.28 -0.74 -0.19
H 4.10 -0.02 -0.48
H 0.58 -0.42 1.54
H 0.12 -1.30 0.15
H -0.28 1.82 0.16
H -2.56 1.30 -0.22
*
```

---

Quick one: most stable of them? *i*

---

*i*
The following is a quantum chemistry calculation of the molecule C7H7NO3, from the Open Molecules 2025 dataset.

Structure (SMILES): Nc1ccc(C(=O)O)cc1O
Highest occupied orbital energy in eV: -8.185
Gap between HOMO and LUMO in eV: 8.62
E_LUMO in eV: 0.43

```
! wB97M-V def2-TZVPD RIJCOSX def2/J DEFGRID3
* xyz 0 1
N 1.84 1.32 -2.56
C 0.92 0.64 -1.63
C -0.53 0.62 -1.80
C -1.43 0.42 -0.64
C -0.75 -0.41 0.35
C -1.61 -0.82 1.63
O -2.79 -0.51 1.81
O -1.01 -1.49 2.56
C 0.60 -0.43 0.56
C 1.44 0.22 -0.39
O 2.82 0.30 -0.23
H 1.54 1.90 -3.44
H 2.65 1.71 -2.01
H -0.82 1.05 -2.82
H -2.44 0.43 -0.99
H -1.71 -1.44 3.35
H 0.90 -0.91 1.53
H 2.99 0.30 0.77
*
```

---

*ii*
The following is a quantum chemistry calculation of a structure of composition C7H7NO3, from the Open Molecules 2025 dataset.

Highest occupied orbital energy in eV: -10.202
Gap between HOMO and LUMO in eV: 9.92
E_LUMO in eV: -0.28

```
! wB97M-V def2-TZVPD RIJCOSX def2/J DEFGRID3
* xyz 0 1
C 2.59 1.39 -0.88
C 0.39 0.69 -0.73
C 0.08 -0.01 -1.76
C -1.32 -1.28 -0.51
C -1.08 -0.67 0.61
C -0.28 0.48 0.56
C -1.66 -0.88 1.92
H 2.95 0.71 -2.01
H 3.18 2.50 -0.95
H 2.71 0.99 -0.01
H 0.37 0.26 -2.51
H -2.03 -1.89 -0.31
H 0.10 1.04 1.43
H -2.54 -1.88 2.84
N -0.77 -1.05 -1.67
O 1.21 1.85 -0.94
O -2.49 -1.99 2.00
O -1.41 -0.26 2.93
*
```

---

*iii*
The following is a quantum chemistry calculation of the molecule C7H7NO3, from the Open Molecules 2025 dataset.

Structure (SMILES): C[C@@]12C=CC=C[C@]1([N+](=O)[O-])O2
Highest occupied orbital energy in eV: -9.473
Gap between HOMO and LUMO in eV: 9.53
E_LUMO in eV: 0.06

```
! wB97M-V def2-TZVPD RIJCOSX def2/J DEFGRID3
* xyz 0 1
C -0.06 1.63 -1.42
C 0.33 0.67 -0.38
C 0.12 1.18 1.01
C 0.28 0.36 2.10
C 0.01 -1.05 1.98
C -0.13 -1.63 0.80
C 0.22 -0.86 -0.41
N -0.38 -1.41 -1.68
O -1.35 -2.09 -1.60
O 0.16 -1.03 -2.67
O 1.44 -0.21 -0.50
H 0.35 2.65 -1.25
H -1.08 1.60 -1.40
H 0.54 1.44 -2.41
H -0.03 2.31 1.09
H 0.23 0.68 3.08
H -0.12 -1.61 2.80
H -0.54 -2.61 0.86
*
```

---

Quick one: most stable of them? *i*